Here is a single C6H10 molecule from OMol25. Energies are from ωB97M-V/def2-TZVPD.

Summary:
structure (SMILES): CC1=CCCC1
gap between HOMO and LUMO: 9.93 eV
LUMO energy: 1.17 eV
M: 82.15 g mol⁻¹
HOMO energy: -8.767 eV

Last column: Löwdin charge in e.
Element x y z (Å)
C (2.19, 0.10, 0.03)  -0.06
C (0.69, 0.16, 0.03)  -0.32
C (-0.08, 1.25, -0.03)  -0.07
C (-1.53, 0.89, -0.23)  -0.19
C (-1.57, -0.58, 0.23)  -0.19
C (-0.15, -1.10, -0.04)  -0.16
H (2.54, -0.38, -0.90)  0.08
H (2.63, 1.10, 0.08)  0.07
H (2.57, -0.50, 0.86)  0.08
H (0.29, 2.27, -0.02)  0.11
H (-2.25, 1.53, 0.30)  0.10
H (-1.78, 0.96, -1.30)  0.11
H (-1.77, -0.61, 1.32)  0.11
H (-2.35, -1.17, -0.26)  0.10
H (-0.07, -1.55, -1.04)  0.12
H (0.17, -1.86, 0.68)  0.11